Record 1
A 12-piece molecular cluster, C4H35N2O11 overall at a distorted geometry, computed with wB97M-V/def2-TZVPD.

Geometry as ORCA input:
```
! wB97M-V def2-TZVPD RIJCOSX def2/J DEFGRID3
* xyz 1 1
H 0.702 -3.421 0.444
H -2.044 -2.488 -2.337
H -3.945 -0.747 2.768
H -4.287 -2.830 -1.777
O 2.992 -3.764 2.835
H 3.076 0.391 2.558
H 0.619 -0.475 -1.409
O -3.758 -0.060 2.209
H -2.126 2.583 2.999
C -3.091 2.579 -0.716
C 0.702 1.809 -0.987
O -3.460 -3.204 -2.006
N -1.811 0.558 0.029
H 3.396 0.729 -3.896
H -2.133 0.032 -0.799
H -3.066 3.185 -1.641
H 1.377 0.012 0.131
O 3.651 1.459 -3.252
N 0.708 0.244 -0.666
H -3.396 -4.148 -1.868
O 1.383 2.780 2.402
H -0.607 3.245 -1.736
H 4.249 1.310 1.817
H -1.772 1.797 4.242
H -3.978 1.875 -0.699
H -3.339 3.344 0.097
H -2.236 0.402 0.890
H -0.150 -0.029 -0.106
O 3.402 0.869 1.789
O 1.275 -3.176 -0.303
H 2.962 -1.212 1.462
H 1.932 -3.860 -0.439
O -2.475 2.244 3.764
O -1.174 -2.004 -2.646
H -1.538 2.458 0.697
C -1.695 1.956 -0.295
O 1.187 -1.362 -2.858
H -1.618 -1.731 -3.443
H 2.839 2.066 -3.140
H 1.288 2.877 3.433
H 2.143 -1.911 0.561
H 1.019 2.189 -0.058
H 3.665 -3.177 3.091
O 1.975 -1.246 1.284
C -0.655 2.290 -1.401
H 1.214 -2.065 -2.188
H -4.141 0.784 2.406
H 0.620 -1.631 -3.461
H 1.653 1.942 -1.614
H 2.525 -3.107 2.251
H -0.702 1.703 -2.262
H 1.972 2.197 2.138
*
```

The total energy comes out at -1110.2107 a.u. The calculation puts the energy relative to the best compared isomer or geometry (same formula, charge and spin) at 522.4 kJ/mol. The value obtained for the max |F| is 0.1750 hartree/bohr.



Record 2
One molecule with the formula C2H5NO at a distorted geometry, computed with wB97M-V/def2-TZVPD.

Geometry as ORCA input:
```
! wB97M-V def2-TZVPD RIJCOSX def2/J DEFGRID3
* xyz 0 1
N -0.227 0.324 -0.245
O -0.506 1.240 -1.632
C 0.561 -0.836 -0.402
H 0.726 -1.224 -1.429
H -0.275 0.384 1.861
H -1.384 1.529 0.651
C -0.632 0.774 0.899
H 1.619 -0.625 -0.121
H 0.119 -1.565 0.417
*
```

The total energy comes out at -209.0181 a.u. Its structure (SMILES) is C=[N+](C)[O-]. The calculation puts the energy relative to the best compared isomer or geometry (same formula, charge and spin) at 536.2 kJ/mol. The value obtained for the max |F| is 0.1020 hartree/bohr.



Which of these has the highest max |F|? C4H35N2O11



What is the formula in the second record? C2H5NO



Which formula does entry 2 have? C2H5NO



The lowest energy relative to the best compared isomer or geometry (same formula, charge and spin) belongs to which entry? C4H35N2O11